(1)
Below is a 2-piece molecular cluster, C2H4Cl3PS overall, with properties calculated with the ωB97M-V functional and the def2-TZVPD basis.

Computed properties:
SMILES = SP(Cl)Cl.C=CCl
charge = 0
E_LUMO = 0.26 eV
molecular weight = 197.45 Da
energy above the lowest of the compared OMol25 structures with the same formula, charge and spin = 0.534 eV

XYZ file:
```
11
C2H4Cl3PS (the ωB97M-V functional and the def2-TZVPD basis)
Cl -4.221 0.653 -1.315
Cl 3.282 -1.427 0.586
Cl -3.203 1.043 1.471
S -2.654 -1.897 0.287
P -2.569 0.245 -0.252
C 2.723 -0.035 -0.343
C 1.866 0.775 0.199
H -1.490 -1.873 -0.154
H 3.037 0.126 -1.416
H 1.537 1.621 -0.338
H 1.693 0.770 1.274
```

(2)
Below is a 2-piece molecular cluster, C2H5PS overall, with properties calculated with the ωB97M-V functional and the def2-TZVPD basis.

Computed properties:
SMILES = [PH3]=S.C#C
charge = 0
E_LUMO = 0.52 eV
molecular weight = 92.10 Da
energy above the lowest of the compared OMol25 structures with the same formula, charge and spin = 1.955 eV

XYZ file:
```
9
C2H5PS (the ωB97M-V functional and the def2-TZVPD basis)
S -1.240 1.699 0.921
P -1.760 -0.009 0.103
C 2.612 0.151 0.382
C 1.769 0.201 -0.478
H 3.285 -0.150 1.153
H -1.640 -1.280 0.688
H -1.001 -0.368 -1.064
H -3.028 -0.299 -0.504
H 1.002 0.055 -1.201
```

(3)
Below is C20H34N4O3 in the gas phase, with properties calculated with the ωB97M-V functional and the def2-TZVPD basis.

Computed properties:
SMILES = CCN(C[C@@H](C)NC(=O)c1ccn(C)c1)C(=O)COC[C@@H](C)N1CCCC1
charge = 0
E_LUMO = 0.71 eV
molecular weight = 378.52 Da
energy above the lowest of the compared OMol25 structures with the same formula, charge and spin = 0.338 eV

XYZ file:
```
61
C20H34N4O3 (the ωB97M-V functional and the def2-TZVPD basis)
O 4.626 -0.257 1.809
O -0.351 -1.673 0.848
O -2.916 -1.635 0.210
N 2.517 -0.931 2.292
N 0.054 0.423 0.130
N -6.384 -2.770 -0.051
N 4.425 -4.731 2.658
C 3.575 -3.674 2.577
C 5.709 -4.290 2.463
C 1.899 0.319 1.876
C -0.769 -0.627 0.379
C 4.047 -6.090 2.982
C -4.660 -3.388 1.601
C -7.105 -4.019 0.181
C 4.315 -2.541 2.316
C 0.756 0.630 2.834
C -8.481 -3.773 -0.434
C 1.471 0.212 0.384
C -4.310 -1.498 0.022
C 5.674 -2.942 2.241
C -0.191 1.846 -1.891
C -8.220 -2.734 -1.545
C -4.951 -2.868 0.200
C -2.248 -0.421 0.075
C -0.376 1.714 -0.385
C -6.725 -2.422 -1.430
C 3.851 -1.154 2.106
H -4.733 -0.800 0.759
H -8.813 -1.836 -1.383
H 6.535 -4.981 2.493
H -8.467 -3.114 -2.536
H 0.854 1.698 -2.168
H 2.016 0.949 -0.207
H 0.252 1.561 2.567
H -4.506 -1.094 -0.978
H 0.204 2.483 0.131
H -7.157 -4.252 1.243
H -6.145 -3.038 -2.138
H 6.506 -2.290 2.038
H -2.372 -0.012 -0.939
H -9.162 -3.370 0.315
H -0.786 1.102 -2.423
H -3.593 -3.313 1.801
H -8.920 -4.694 -0.815
H -4.954 -4.431 1.715
H -6.600 -4.860 -0.327
H -4.485 -3.548 -0.536
H 2.675 1.076 1.966
H -6.509 -1.376 -1.642
H 0.020 -0.173 2.840
H -1.415 1.887 -0.111
H 2.514 -3.825 2.700
H -2.649 0.328 0.776
H 4.143 -6.285 4.050
H 1.896 -1.726 2.296
H -5.202 -2.792 2.339
H 3.014 -6.258 2.683
H 4.681 -6.786 2.436
H -0.495 2.837 -2.230
H 1.746 -0.774 0.015
H 1.157 0.738 3.842
```

(4)
Below is C18H30Br4IrO5P2 as an isolated structure, with properties calculated with the ωB97M-V functional and the def2-TZVPD basis.

Computed properties:
multiplicity = 6
charge = +2
E_LUMO (spin up / spin down) = -5.35 / -8.92 eV
molecular weight = 900.21 Da

XYZ file:
```
60
C18H30Br4IrO5P2 (the ωB97M-V functional and the def2-TZVPD basis)
Ir 0.034 -0.009 -0.017
Br -6.582 -0.668 -3.286
Br -5.400 2.165 -4.456
Br -4.707 -2.452 -1.242
Br -2.378 3.121 -3.557
P 0.737 -2.209 -0.739
P 2.028 -0.321 1.577
O -0.355 2.260 0.794
O -1.506 -0.055 1.848
O -1.109 1.158 -1.701
O 1.634 1.652 -1.032
O -2.099 -1.112 -0.693
C 3.563 0.413 0.932
C -2.795 -0.453 -1.486
C 2.042 1.423 -2.383
C -0.325 -3.551 -0.135
C -0.886 2.260 2.118
C -4.397 1.117 -3.306
C 0.937 -2.581 -2.501
C 1.202 2.999 -0.828
C 2.164 0.008 3.361
C -2.008 1.259 2.124
C -3.085 1.561 -2.927
C 2.391 -2.110 1.466
C 0.751 3.141 0.597
C -1.377 -0.875 3.012
C -4.106 -0.870 -1.914
C -4.895 -0.073 -2.816
C -2.258 0.800 -2.029
C 2.358 -2.579 0.007
H 1.210 1.602 -3.067
H 3.554 1.493 1.075
H -0.416 -3.508 0.950
H -0.887 -1.797 2.706
H 1.407 -0.544 3.914
H -2.723 1.504 1.337
H -1.258 3.256 2.371
H 0.442 4.171 0.788
H -2.364 -1.106 3.414
H 2.358 0.384 -2.454
H 4.420 -0.008 1.461
H 3.149 -0.301 3.717
H -0.028 -2.496 -3.000
H -1.320 -3.450 -0.562
H -0.780 -0.376 3.777
H 3.364 -2.307 1.920
H 2.033 3.683 -1.022
H 2.564 -3.648 -0.070
H -0.105 1.983 2.835
H 2.880 2.074 -2.638
H 1.648 -2.644 2.065
H 0.381 3.227 -1.513
H 1.555 2.882 1.296
H 3.123 -2.065 -0.581
H 0.099 -4.516 -0.416
H 3.665 0.223 -0.135
H 2.043 1.072 3.565
H 1.629 -1.878 -2.965
H -2.532 1.268 3.081
H 1.315 -3.595 -2.638
```

(5)
Below is C12H19F3N3PdS as an isolated structure, with properties calculated with the ωB97M-V functional and the def2-TZVPD basis.

Computed properties:
charge = -1
E_LUMO = 3.16 eV
molecular weight = 400.79 Da
energy above the lowest of the compared OMol25 structures with the same formula, charge and spin = 0.000 eV

XYZ file:
```
39
C12H19F3N3PdS (the ωB97M-V functional and the def2-TZVPD basis)
Pd -0.224 -0.709 0.713
S -0.990 -2.459 -0.530
F -1.335 -4.616 -2.820
F -3.032 -4.306 -4.107
F -3.278 -4.188 -1.971
N -0.294 1.059 2.150
N -1.214 -0.367 -2.150
N 2.476 0.853 0.974
C 3.618 1.338 0.231
C -2.144 -2.386 -3.046
C -1.604 0.259 -3.241
C -2.291 -0.340 -4.292
C -1.327 0.691 3.112
C 2.144 1.748 2.051
C -2.432 -3.852 -2.965
C -1.473 -1.694 -1.987
C -2.550 -1.696 -4.173
C 2.742 -0.494 1.448
C -0.693 2.224 1.372
C 0.946 1.318 2.884
H 0.778 2.124 3.625
H 1.823 -1.006 1.741
H -0.728 3.135 1.999
H -1.678 2.043 0.947
H -1.473 1.490 3.865
H -2.597 0.224 -5.163
H 3.422 2.346 -0.143
H 1.187 0.415 3.446
H 0.002 2.368 0.548
H 3.178 -1.079 0.640
H 3.802 0.688 -0.624
H 1.972 2.743 1.631
H -1.043 -0.232 3.613
H -1.355 1.318 -3.294
H -2.261 0.512 2.586
H 3.463 -0.477 2.290
H 4.539 1.376 0.845
H -3.067 -2.225 -4.963
H 2.991 1.854 2.762
```

(6)
Below is a 6-piece molecular cluster, C24H45ClN8O10P overall, with properties calculated with the ωB97M-V functional and the def2-TZVPD basis.

Computed properties:
charge = -1
E_LUMO = 1.98 eV
molecular weight = 672.10 Da

XYZ file:
```
89
C24H45ClN8O10P (the ωB97M-V functional and the def2-TZVPD basis)
Cl 3.188 3.359 -1.078
P 1.462 4.508 -0.744
O 0.683 5.252 3.606
O 2.691 5.055 1.628
O 6.048 -0.247 -3.327
O 3.456 6.658 2.794
O 0.938 3.065 3.916
O 2.852 -2.156 2.999
O -3.102 1.850 0.066
O 0.413 3.796 -1.808
O -5.320 -3.214 -2.624
O -2.715 -4.223 0.316
N 3.796 2.618 2.147
N -5.154 0.940 0.037
N 3.070 -3.810 4.503
N -2.443 -2.207 -0.616
N -4.643 -5.315 -2.219
N 0.828 3.958 0.759
N 3.364 5.497 2.796
N 6.080 1.994 -3.486
C 6.353 3.272 -4.114
C -5.463 -4.413 -2.813
C 6.334 0.750 -3.968
C -4.303 1.996 -0.082
C -6.553 -4.951 -3.714
C 6.986 0.658 -5.331
C -0.975 -4.028 -1.325
C -6.597 0.925 -0.105
C 1.635 -1.881 5.031
C -1.540 3.924 1.506
C 3.764 0.217 1.843
C 1.763 1.468 1.570
C 4.395 1.419 2.107
C -2.108 -3.503 -0.475
C -0.392 4.771 0.966
C -1.857 -1.209 -1.494
C 1.050 4.120 3.271
C -4.667 -6.759 -2.328
C -4.906 3.343 -0.402
C 2.502 2.613 1.880
C 2.561 -2.613 4.090
C 1.769 3.969 1.878
C 2.392 0.235 1.568
C 2.837 -4.498 5.756
H -3.713 -7.114 -2.723
H -0.221 5.678 1.537
H 0.578 2.841 -1.771
H -4.691 0.073 0.254
H 3.680 -4.242 3.827
H -6.123 -5.510 -4.546
H -1.302 3.493 2.473
H -5.428 3.313 -1.359
H 6.353 1.117 -6.092
H -2.626 -0.828 -2.167
H -2.406 4.588 1.557
H -7.118 -4.114 -4.110
H 4.332 -0.695 1.868
H 2.396 -5.478 5.565
H 7.960 1.148 -5.326
H 5.462 1.403 2.303
H -1.476 -0.383 -0.893
H 6.817 3.139 -5.086
H -1.774 3.167 0.751
H 0.749 -2.483 5.243
H 1.324 -0.953 4.560
H -4.105 4.074 -0.462
H 5.646 1.999 -2.575
H -7.230 -5.598 -3.154
H 3.783 -4.641 6.282
H -0.830 -5.080 -1.097
H 0.711 1.518 1.345
H -3.206 -1.927 -0.022
H 1.870 -0.684 1.362
H -7.056 0.579 0.823
H -3.939 -4.896 -1.627
H -5.465 -7.090 -2.984
H 7.123 -0.390 -5.577
H 5.422 3.826 -4.237
H -0.051 -3.493 -1.106
H -0.724 5.106 -0.025
H -4.812 -7.199 -1.340
H -1.212 -3.928 -2.385
H -6.974 1.915 -0.337
H -6.880 0.240 -0.907
H -1.046 -1.630 -2.079
H -5.600 3.649 0.383
H 7.020 3.858 -3.480
H 2.146 -1.643 5.965
H 2.166 -3.929 6.391
```

Please write out number 2 again, unchanged.
Below is a 2-piece molecular cluster, C2H5PS overall, with properties calculated with the ωB97M-V functional and the def2-TZVPD basis.

Computed properties:
SMILES = [PH3]=S.C#C
charge = 0
E_LUMO = 0.52 eV
molecular weight = 92.10 Da
energy above the lowest of the compared OMol25 structures with the same formula, charge and spin = 1.955 eV

XYZ file:
```
9
C2H5PS (the ωB97M-V functional and the def2-TZVPD basis)
S -1.240 1.699 0.921
P -1.760 -0.009 0.103
C 2.612 0.151 0.382
C 1.769 0.201 -0.478
H 3.285 -0.150 1.153
H -1.640 -1.280 0.688
H -1.001 -0.368 -1.064
H -3.028 -0.299 -0.504
H 1.002 0.055 -1.201
```

Q: The lowest molecular weight belongs to which entry?
A: C2H5PS

Q: charge of number 3 (C20H34N4O3)?
A: 0